Molecular formula: C48H98ClFI4N11O14P2
Method: DFT, the ωB97M-V functional and the def2-TZVPD basis

The geometry in XYZ format:
```
179
Properties=species:S:1:pos:R:3:forces:R:3:lowdin_charge:R:1
C -2.71927 2.13764 -0.06577 0.8 1.0 0.1 -0.143
H 3.68500 5.20415 2.48600 -0.1 0.1 0.2 0.084
H -2.71383 -3.95735 3.54691 1.3 -0.1 -1.1 0.085
C 0.00005 -0.69891 -0.76376 2.5 -1.4 0.9 -0.206
C -0.22130 9.90046 7.33851 0.1 -0.2 -0.5 -0.541
O -3.71195 -1.40266 -8.00702 0.1 -0.2 0.1 0.000
C 3.62617 -7.19985 -2.01918 0.5 0.3 -0.6 -0.542
H 2.18372 -4.07158 -2.28937 -0.4 -0.5 -1.4 0.076
H 3.37054 6.89262 2.05231 0.1 0.1 0.1 0.087
O -4.18611 4.06898 -0.93012 2.2 1.4 -1.6 -0.047
H 2.76601 -4.04493 -4.07839 -1.3 -0.5 1.3 0.094
C 0.64472 3.69532 6.89866 -0.1 -0.1 -0.5 -0.072
H 2.01591 -7.04126 -0.62157 0.0 -0.2 0.1 0.075
I -1.47933 -5.24103 -3.21080 -0.5 0.6 1.6 0.952
H -5.81050 -4.13267 -10.40722 0.1 -0.2 -0.2 0.086
H 1.39173 8.59585 4.88571 0.1 0.2 -0.1 0.054
N -0.87687 -0.66419 -2.06690 -3.3 1.0 -0.3 -0.227
H -4.68857 -3.39033 -11.57250 0.0 -0.3 0.0 0.087
Cl 0.24945 -4.36938 0.74137 -0.1 0.8 -0.9 0.659
H -0.14971 4.36515 6.56130 -0.1 -0.1 0.3 0.083
C 1.44402 -1.45520 -1.07008 0.0 -1.9 0.0 -0.071
H 3.75393 -8.05209 0.53581 0.1 0.1 -0.1 0.073
H 0.08910 -3.67655 -1.85020 -1.3 1.2 -1.3 0.018
P -0.15979 0.00787 -3.57740 8.2 1.4 -3.0 0.903
H -2.13201 -3.71332 -9.32705 -0.1 -0.2 0.1 0.092
C -2.91126 6.17031 -2.06997 1.5 -0.8 0.5 0.005
H -5.26447 -1.81538 -9.76458 0.1 -0.1 0.0 0.143
H -0.03672 9.12816 9.31722 0.0 0.1 -0.2 0.085
P -3.70068 -2.97688 -0.37824 -0.8 -0.5 1.0 0.936
N 4.70103 -7.26951 -1.18659 -0.5 0.0 -0.2 0.013
I 0.44060 0.33072 2.81624 0.3 0.4 -0.2 1.130
H -3.07270 -0.20880 -1.74996 1.8 0.5 -0.1 0.138
H -6.08513 6.95998 -1.97851 -0.1 0.2 -0.1 0.076
C 4.25226 -5.60217 4.93521 0.1 0.2 0.1 -0.011
C -0.95825 -1.65220 0.21135 -3.2 -0.9 -0.8 -0.253
O 3.76153 -6.77681 -3.16128 -0.2 -0.1 0.3 0.022
H 1.43124 -2.57602 -0.86458 -0.5 1.3 -0.2 0.078
H 8.32188 -5.55543 0.45979 0.2 0.2 -0.1 0.083
H -3.66398 1.56009 0.20409 1.4 0.7 -0.4 0.122
H 1.53527 -7.54071 -2.25211 0.2 0.0 0.0 0.074
H -1.45359 10.16107 9.06876 0.1 0.1 0.1 0.088
H 8.80138 -6.23432 -1.11431 0.2 0.2 0.1 0.085
H 3.21561 3.66656 8.30914 -0.1 0.1 0.1 0.086
H -2.75886 -1.18205 -4.23387 0.6 -1.2 1.7 0.111
H 2.76572 2.67430 1.07333 -1.7 -0.1 -0.1 0.078
H -1.88561 2.06156 0.73920 -1.7 -0.1 -1.0 0.104
C -3.86143 4.88825 -2.04252 -2.7 -0.8 -4.8 -0.386
C -0.39646 10.03304 8.82639 0.0 -0.1 0.2 -0.009
O 3.78463 -0.75591 -0.91617 -5.1 -1.6 2.9 0.047
H -1.25353 -2.04287 3.24706 0.7 -0.9 -1.2 0.055
N 8.13895 -7.60917 0.28322 0.3 -0.3 0.2 0.004
C -2.54293 -2.15734 -3.63082 0.1 0.7 -3.6 -0.265
O -4.13227 -4.47992 -1.16525 1.2 1.9 0.6 -0.378
N 1.75077 3.80051 5.97283 0.6 0.1 0.2 0.011
C -2.73411 -3.54630 -8.43129 0.1 0.0 0.1 -0.027
H -1.31668 12.26216 8.05454 0.1 -0.1 -0.1 0.076
H -1.90901 0.06216 1.50520 -0.1 -1.9 -0.8 0.009
H 0.11790 6.79940 3.78287 0.1 0.1 0.1 0.142
H -2.37060 0.52171 -3.16957 0.8 -0.7 1.6 0.114
H -2.26534 6.26510 -1.11223 -1.4 0.1 -1.5 0.086
N 3.01953 -7.60484 4.22674 0.1 0.6 0.1 0.004
C -7.88755 8.28248 -5.33714 0.1 0.5 -0.2 -0.078
H 10.30932 -9.65120 1.82524 -0.2 0.1 -0.1 0.087
H -3.26228 -4.46121 -8.15309 0.1 -0.1 -0.1 0.090
O -0.29377 1.64821 -3.96892 -2.9 -1.9 -0.2 -0.335
C 10.06610 -8.70412 1.34263 0.1 -0.1 0.1 -0.010
N -6.97615 9.00984 -4.48053 0.2 -0.3 0.5 0.002
H -6.32111 6.45685 -3.65967 -0.2 -0.1 0.1 0.078
H -6.74308 9.96265 -4.72358 0.0 -0.1 0.0 0.142
C -2.03400 1.74975 -1.46590 -0.3 3.0 0.3 -0.171
H -2.42719 -4.32671 1.76015 0.7 0.5 1.4 0.017
O 3.85869 4.21180 5.33186 -0.1 0.1 0.2 0.022
C -0.50015 -3.28310 -2.77358 2.9 -0.8 0.2 -0.599
H 0.97876 9.03630 3.20998 0.2 0.2 0.0 0.084
C -0.20322 -2.65293 1.23356 1.7 1.2 1.7 -0.576
C 1.88531 -4.28899 -3.37065 -0.4 0.7 -1.1 -0.218
H 0.92987 3.95705 7.91548 0.0 0.0 -0.2 0.075
H 2.78451 5.37721 7.98938 0.0 -0.1 0.1 0.086
H 1.58818 3.57795 4.99947 -0.1 0.2 0.0 0.111
H 2.61963 8.46961 3.60353 -0.1 -0.1 -0.1 0.079
O 7.89432 -9.68012 1.10218 0.1 0.2 0.0 0.027
C 3.25374 6.14206 2.83746 0.1 -0.1 -0.1 -0.005
H -1.65520 -3.61728 -0.80674 0.2 1.9 -0.3 0.014
H 4.86386 -5.55930 4.03123 0.1 -0.1 0.1 0.080
H -2.14502 5.98050 -2.92020 -1.4 0.2 1.3 0.107
H 5.43109 -8.57269 0.24509 -0.2 -0.1 0.3 0.076
O 1.23983 4.85330 2.99658 -0.2 0.2 0.2 -0.042
H -0.55846 13.00861 6.62895 -0.2 0.2 0.2 0.086
C 3.03317 4.17290 6.23731 0.0 -0.1 -0.6 -0.541
N -4.90531 -1.80471 -0.91725 0.2 -0.6 0.4 -0.194
N -4.63705 -2.60091 -9.66089 0.5 0.0 0.5 0.005
H 0.27750 2.66635 6.87902 -0.2 0.1 0.2 0.080
H 4.79128 -6.11678 5.73355 0.1 0.0 -0.1 0.088
O -0.37431 -0.68581 -5.07309 -2.8 1.4 0.9 -0.247
H 1.74240 -1.38192 -2.18316 -0.4 0.4 2.0 0.107
H -2.01097 -2.71472 -4.51098 -0.4 0.8 1.6 0.065
H -7.70605 7.04742 -2.68319 0.0 -0.2 -0.1 0.090
C 2.73976 -1.04878 -0.26064 5.8 2.0 -2.6 -0.346
C -2.07634 0.30903 -2.05523 -3.5 0.8 -0.7 -0.169
H -4.07744 -2.47125 -5.61859 -1.3 0.8 1.1 0.083
H -1.12833 1.82646 -4.49077 0.9 0.3 0.5 0.093
H 4.20105 -8.73917 2.96644 0.3 -0.1 0.1 0.069
H -3.31839 4.06530 0.98195 0.4 -0.6 -1.8 0.147
H 2.34883 -8.70720 -1.19659 -0.1 0.1 0.1 0.092
H 5.56149 -6.94984 -1.60981 -0.1 0.0 0.0 0.136
H -7.45820 8.24425 -6.34091 -0.2 -0.2 0.0 0.084
C -3.05491 3.73551 -0.09798 0.9 -0.9 2.2 -0.186
C -2.19330 -0.92562 0.96643 0.0 2.8 1.1 -0.154
C 4.19864 -8.41707 4.01027 -0.5 -0.3 -0.1 -0.069
H -1.01906 2.31423 -1.45782 -1.4 -1.5 -0.1 0.079
C 3.38350 4.52645 7.65700 0.2 0.1 0.1 -0.009
H 1.52937 3.01257 2.38194 0.1 -1.1 -2.2 0.032
H 5.11922 -7.87859 4.22515 -0.2 0.0 0.0 0.078
C -1.89568 -2.47974 -0.89971 -0.1 -2.3 -1.4 -0.308
H -2.63691 2.46611 -2.17109 0.9 -1.9 0.6 0.132
C 1.79586 5.94077 3.14398 -0.3 0.3 0.3 -0.522
C 1.63530 2.68929 1.26296 -0.5 -0.1 1.2 -0.272
H -5.69291 -2.27515 -1.38723 0.6 0.4 0.0 0.043
C 0.72124 0.63935 -0.29345 -0.5 3.3 2.7 -0.518
H 7.16646 -7.69033 0.02190 0.3 0.0 0.1 0.082
H 2.11293 -8.01629 4.05351 0.1 0.0 0.1 0.140
H -1.35974 -5.12080 3.02416 -0.9 1.6 -0.4 0.074
C -6.36291 8.57342 -3.34611 0.2 0.6 0.1 -0.551
N -3.87272 -2.73321 -3.50324 -1.3 1.1 -0.2 -0.158
H 4.43696 4.80256 7.71392 -0.2 -0.1 -0.1 0.085
H 1.26513 -2.31615 -4.02787 -1.6 -0.8 -0.1 0.055
O -4.43612 4.58546 -3.15878 2.5 1.2 5.3 0.002
H 1.09154 3.54582 0.70078 1.1 -1.6 0.6 0.066
H -3.02205 -0.50928 0.30113 1.3 -1.0 0.3 0.037
C -4.71321 -2.23334 -4.67344 1.0 -1.3 -0.5 -0.088
H 1.58356 -5.36902 -3.57740 0.6 1.5 0.7 0.015
H -3.43548 7.15177 -2.33616 0.3 -1.6 0.6 0.097
H -2.18342 12.29365 6.50150 0.0 0.2 0.2 0.086
O -5.61181 9.32030 -2.72920 0.0 -0.3 -0.1 0.015
H -5.62151 -2.92180 -4.72393 0.9 1.4 0.1 0.099
H -2.73651 -1.52623 1.75929 1.1 0.3 -1.2 0.079
H -0.47116 10.78371 5.56959 0.0 0.1 0.1 0.138
C -6.64098 7.16658 -2.89375 0.0 -0.1 0.0 -0.015
O 0.26073 8.89666 6.82460 -0.1 0.1 0.2 0.009
H 10.71692 -8.58135 0.47421 0.1 0.1 0.1 0.088
C 8.62582 -8.71704 0.90942 -0.5 -0.4 0.0 -0.545
C -0.80928 -2.92615 2.68983 -0.5 -1.2 1.1 -0.317
H -5.27912 -1.36073 -0.05615 0.2 -0.6 -0.7 0.038
H 3.78610 6.45014 3.73933 0.0 0.0 -0.1 0.086
C -1.20350 12.19775 6.97450 0.0 0.0 -0.5 -0.074
C 1.56243 8.35508 3.83417 -0.4 0.1 0.3 -0.070
C 0.66813 -3.26876 -3.86099 2.0 -1.4 0.5 -0.743
H 9.87701 -6.40307 0.29259 -0.1 -0.1 0.0 0.077
C -1.49285 -2.05317 -2.44262 -0.1 -3.4 2.5 -0.296
H -4.07591 -4.52250 -10.34492 -0.1 0.2 0.0 0.076
C -3.71869 -2.43480 -8.67105 -0.3 0.5 -0.1 -0.552
H -2.06836 4.25011 -0.35340 -1.5 -0.4 -0.1 0.122
H -1.04040 -0.18394 -5.62411 0.6 -0.9 0.2 0.104
N -0.61816 10.94180 6.55667 0.2 -0.4 0.4 0.004
F 2.98026 -1.07108 1.13997 -1.9 -0.5 -2.4 0.006
H 4.04474 -4.58220 5.26049 -0.1 -0.2 -0.1 0.085
C 2.95670 -6.31089 4.64801 -0.7 0.0 0.0 -0.555
C 0.92751 1.25025 0.98141 0.0 -0.1 -2.4 -0.732
C -4.80169 -3.73656 -10.54278 -0.4 0.3 -0.1 -0.073
C 8.83913 -6.38237 -0.03260 -0.5 0.0 -0.2 -0.073
C 4.73306 -7.73397 0.18371 0.5 0.1 -0.2 -0.087
H -8.06807 7.26958 -4.98343 0.1 0.1 0.0 0.075
H -3.59021 -5.15632 -0.69756 -0.6 0.5 -0.4 0.025
I 0.19397 -4.25371 -5.80402 0.7 1.6 -0.3 0.814
H -4.94696 -1.11973 -4.61048 0.2 -1.6 0.0 0.099
I 1.88282 1.97429 -1.69491 -0.8 -1.2 0.3 1.087
O 1.86893 -5.76228 4.78121 0.3 0.0 -0.1 0.012
N 1.08928 7.00796 3.59775 0.4 -0.7 -0.4 0.026
H -8.83348 8.82760 -5.37307 -0.1 -0.2 -0.1 0.084
H 0.85014 -2.20826 1.44343 -1.9 -0.6 -0.5 0.055
H 4.13204 -9.29483 4.65668 0.3 0.0 -0.1 0.088
C 2.29845 -7.65393 -1.48102 -0.2 0.0 0.0 -0.005
H -3.97846 -3.74714 -3.57407 1.0 0.3 0.4 0.040
H 0.18300 10.88122 9.19718 -0.2 0.0 0.1 0.088
H 5.09659 -6.91641 0.81189 -0.1 -0.2 0.3 0.088
H 0.07321 -3.30596 3.34191 -1.3 0.8 -1.2 0.121
H 10.23412 -7.89740 2.05948 0.1 0.0 -0.1 0.086
H -2.06868 -3.26851 -7.61399 -0.1 0.1 -0.1 0.004
C -1.90152 -4.13669 2.75586 0.2 -0.5 0.0 -0.153
```
Positions in Å, forces in eV/Å.

## Properties
molar mass	1677.4	Da
E_LUMO	-2.76	eV
net charge	+1
gap between HOMO and LUMO	7.3	eV
HOMO energy	-10.07	eV
multiplicity	1